Computed, not measured: C4H8OS in the gas phase, with the ωB97M-V functional and the def2-TZVPD basis.

## Properties
SMILES string = CC(C)(S)C=O
Spin multiplicity = 1
Energy relative to the best compared isomer or geometry (same formula, charge and spin) = 0.754 eV
Charge = 0

Last column: Löwdin charge in e.
Geometry (Å):
C 0.36664 0.92979 -0.99511  -0.1242
C -0.05236 -0.22965 -0.06248  -0.8711
C -0.07387 0.24942 1.38462  -0.1213
C -1.31660 -0.80816 -0.66337  -0.2987
H 1.34591 1.32683 -0.58214  0.0941
H 0.67581 0.61000 -2.00338  0.0759
H -0.29869 1.81657 -1.00613  0.0919
H -0.71173 1.14462 1.41821  0.0863
H 0.93959 0.44998 1.85406  0.0955
H -0.55189 -0.54460 2.02000  0.0933
H 2.15326 -1.20140 0.54756  -0.1136
H -1.37354 -0.82300 -1.76703  0.1340
O -2.19424 -1.28692 0.02845  0.0607
S 1.09172 -1.63346 -0.17328  0.7973